Arrangement P

Computed, not measured: C3H5NOS2 in the gas phase, with the ωB97M-V functional and the def2-TZVPD basis.

Geometry as ORCA input:
```
! wB97M-V def2-TZVPD RIJCOSX def2/J DEFGRID3
* xyz 0 1
S 0.808 1.325 -0.189
S 0.749 -2.280 -1.703
O -0.711 -0.554 0.972
N -0.612 2.282 -0.178
C 0.346 -0.330 0.375
C -1.615 2.016 0.585
C 1.282 -1.514 0.013
H -2.691 2.705 0.329
H 2.555 -1.397 0.273
H 0.956 -2.373 0.666
H 0.873 -1.096 -2.321
H -1.939 1.215 1.177
*
```

HOMO-LUMO gap   0.3520 Ha
SMILES   C=NSC(=O)CS

Arrangement Q

Computed, not measured: 2 unconnected molecules or ions with the total composition C3H5NOS2, with the ωB97M-V functional and the def2-TZVPD basis.

Geometry as ORCA input:
```
! wB97M-V def2-TZVPD RIJCOSX def2/J DEFGRID3
* xyz 0 1
S 0.506 0.214 -2.349
S -1.434 -1.186 -0.630
O 0.578 -2.575 1.831
N 1.131 -0.297 1.698
C 0.924 -1.481 1.887
C -0.686 1.353 -0.115
C -0.559 0.335 -0.922
H -1.097 1.184 0.873
H 1.723 0.156 2.382
H -1.460 -1.603 -1.794
H 0.884 1.543 -2.323
H -0.509 2.357 -0.538
*
```

HOMO-LUMO gap   0.3284 Ha
SMILES   C=C(S)S.N=C=O

Most favorable structure: arrangement Q. The second most favorable one is 34.4 kcal/mol above it.

Arrangement P

Computed, not measured: C3H5NOS2 in the gas phase, with the ωB97M-V functional and the def2-TZVPD basis.

Geometry as ORCA input:
```
! wB97M-V def2-TZVPD RIJCOSX def2/J DEFGRID3
* xyz 0 1
S -3.646 -0.596 -0.064
S 2.832 -1.229 -0.115
O 0.249 -0.831 0.422
N 1.550 1.023 -0.085
C 1.437 -0.287 0.133
C -0.845 0.092 -0.026
C -2.059 -0.892 -0.095
H 2.418 1.423 -0.549
H -1.672 -1.998 -0.015
H 0.970 1.686 0.595
H -0.456 0.637 -0.904
H -0.778 0.971 0.702
*
```

HOMO-LUMO gap   0.2750 Ha
SMILES   NC(=S)OCC=S

Arrangement Q

Computed, not measured: C3H5NOS2 in the gas phase, with the ωB97M-V functional and the def2-TZVPD basis.

Geometry as ORCA input:
```
! wB97M-V def2-TZVPD RIJCOSX def2/J DEFGRID3
* xyz 0 1
S -1.498 0.620 -0.003
S 2.402 -1.177 0.000
O 2.169 1.889 -0.005
N 0.775 -0.749 -0.003
C 0.265 0.421 0.000
C 0.960 1.749 0.003
C -2.013 -1.106 0.002
H -1.639 -1.608 0.867
H 3.009 0.043 -0.003
H -3.096 -1.131 -0.009
H -1.628 -1.611 -0.868
H 0.294 2.661 0.020
*
```

HOMO-LUMO gap   0.2934 Ha
SMILES   CS/C(C=O)=N/S

Most favorable structure: arrangement Q. The second most favorable one is 23.8 kcal/mol above it.

Arrangement P

Computed, not measured: 3 unconnected molecules or ions with the total composition C4H14O2, with the ωB97M-V functional and the def2-TZVPD basis.

Geometry as ORCA input:
```
! wB97M-V def2-TZVPD RIJCOSX def2/J DEFGRID3
* xyz 0 1
O -2.373 -0.615 -0.115
O -7.155 -0.892 0.053
C 2.214 0.149 -0.300
C 1.975 -0.524 1.065
C 0.923 0.719 -0.882
C 3.299 1.251 -0.224
H 0.249 -0.041 -1.276
H -3.168 -0.803 -0.631
H 2.738 -0.239 1.788
H 1.033 -0.211 1.504
H -6.903 -1.034 0.971
H 0.335 1.248 -0.125
H 2.580 -0.624 -0.983
H -6.941 -1.733 -0.379
H 2.856 2.152 0.210
H 1.969 -1.612 1.013
H 1.143 1.454 -1.659
H 3.649 1.510 -1.223
H -2.494 -1.089 0.723
H 4.069 0.936 0.470
*
```

HOMO-LUMO gap   0.4169 Ha
SMILES   CC(C)C.O.O

Arrangement Q

Computed, not measured: 3 unconnected molecules or ions with the total composition C4H14O2, with the ωB97M-V functional and the def2-TZVPD basis.

Geometry as ORCA input:
```
! wB97M-V def2-TZVPD RIJCOSX def2/J DEFGRID3
* xyz 0 1
O -3.093 3.865 4.500
O 0.788 0.975 4.945
C 0.409 0.158 -1.039
C 1.629 -1.248 -2.755
C -0.857 -1.687 -2.244
C 0.531 -1.218 -1.713
H 0.660 -1.917 -0.876
H 1.420 0.282 4.726
H -2.870 2.963 4.756
H -0.611 0.503 -1.059
H 2.531 -1.007 -2.178
H 1.129 0.865 -1.449
H 0.086 1.110 4.304
H 1.871 -2.182 -3.239
H -1.055 -1.191 -3.208
H -2.313 4.088 3.967
H 0.687 0.146 0.019
H -1.623 -1.338 -1.560
H 1.485 -0.412 -3.434
H -0.803 -2.755 -2.461
*
```

HOMO-LUMO gap   0.4109 Ha
SMILES   CC(C)C.O.O

Most favorable structure: arrangement P. The second most favorable one is 8.4 kcal/mol above it.

Arrangement P

Computed, not measured: CH5NO2Si in the gas phase, with the ωB97M-V functional and the def2-TZVPD basis.

Geometry as ORCA input:
```
! wB97M-V def2-TZVPD RIJCOSX def2/J DEFGRID3
* xyz 0 1
Si 1.281 -0.459 -0.242
O -1.435 1.585 0.993
O -1.348 -0.501 1.463
N -1.173 0.406 0.697
C -0.543 0.078 -0.550
H -1.234 -0.526 -1.008
H 1.195 -0.581 1.114
H -0.504 1.069 -1.048
H 1.549 -1.725 -0.884
H 2.212 0.655 -0.534
*
```

HOMO-LUMO gap   0.4056 Ha
SMILES   O=[N+]([O-])C[SiH3]

Arrangement Q

Computed, not measured: CH5NO2Si in the gas phase, with the ωB97M-V functional and the def2-TZVPD basis.

Geometry as ORCA input:
```
! wB97M-V def2-TZVPD RIJCOSX def2/J DEFGRID3
* xyz 0 1
Si 0.821 -0.748 -0.229
O 2.958 0.590 0.760
O 2.762 0.589 -1.387
N 2.377 0.241 -0.273
C -0.245 -0.086 1.149
H 0.559 -0.988 -1.892
H 0.348 0.645 1.869
H 1.290 -2.046 -0.042
H -0.938 -0.719 1.666
H -0.823 0.515 0.487
*
```

HOMO-LUMO gap   0.3958 Ha
SMILES   C[SiH2][N+](=O)[O-]

Most favorable structure: arrangement Q. The second most favorable one is 4.8 kcal/mol above it.

Arrangement P

Computed, not measured: C18H21N3O4S2 in the gas phase, with the ωB97M-V functional and the def2-TZVPD basis.

Geometry as ORCA input:
```
! wB97M-V def2-TZVPD RIJCOSX def2/J DEFGRID3
* xyz 0 1
S 3.983 1.909 -0.914
S -6.991 0.279 -0.968
O 2.667 0.845 2.296
O 3.286 3.132 -1.198
O 0.777 -1.106 -0.733
O 4.818 1.365 -1.939
N -0.696 0.709 1.462
N 2.795 0.791 -0.531
N 0.441 0.684 2.169
C 4.961 2.186 0.593
C 3.082 -0.579 -0.453
C -1.795 0.379 2.014
C -3.066 0.755 -0.075
C 4.707 -2.359 -0.242
C -5.403 -0.039 1.174
C -4.245 0.741 -0.788
C 3.704 -3.302 -0.315
C -5.426 0.342 -0.169
C -0.272 -2.042 -0.753
C -3.031 0.374 1.269
C 2.061 -1.549 -0.551
C -4.224 -0.023 1.882
C 2.389 -2.895 -0.466
C 4.391 -1.012 -0.300
C -6.656 0.865 -2.654
C 1.660 0.944 1.623
C 1.649 1.333 0.158
H -2.147 1.069 -0.546
H 4.984 3.256 0.756
H -4.235 1.042 -1.823
H -0.192 -2.722 -1.607
H 0.717 1.004 -0.302
H -7.615 0.849 -3.163
H -4.220 -0.320 2.921
H 4.467 1.683 1.417
H -0.313 -2.624 0.174
H 1.617 -3.644 -0.535
H -6.272 1.881 -2.624
H -5.964 0.193 -3.152
H 5.179 -0.282 -0.246
H 0.426 0.400 3.154
H 5.737 -2.661 -0.129
H -1.845 0.080 3.068
H -1.185 -1.454 -0.843
H 1.727 2.419 0.065
H 3.932 -4.356 -0.260
H 5.960 1.803 0.436
H -6.325 -0.345 1.646
*
```

HOMO-LUMO gap   0.2983 Ha
SMILES   COc1ccccc1N(CC(=O)N/N=C/c1ccc(SC)cc1)S(C)(=O)=O

Arrangement Q

Computed, not measured: C18H21N3O4S2 in the gas phase, with the ωB97M-V functional and the def2-TZVPD basis.

Geometry as ORCA input:
```
! wB97M-V def2-TZVPD RIJCOSX def2/J DEFGRID3
* xyz 0 1
S -0.874 1.935 -1.792
S 2.570 -1.144 -1.379
O 0.057 0.883 -2.223
O -0.620 3.164 -2.550
O 0.754 0.186 1.881
O 0.774 4.505 1.707
N 1.396 2.665 2.866
N 1.644 1.331 0.122
N -1.006 3.070 5.408
C -2.437 -0.823 -0.806
C 1.887 -4.783 -0.036
C 2.004 -3.388 -0.219
C -4.663 0.265 -1.120
C 2.279 -5.626 -1.078
C 2.851 -5.106 -2.247
C -2.596 1.450 -1.983
C 2.501 -2.886 -1.415
C 1.347 0.160 0.808
C 1.293 3.307 4.155
C 1.054 3.312 1.687
C 0.888 2.605 0.342
C 1.554 -2.347 0.671
C -0.002 3.197 4.810
C 2.925 -3.743 -2.416
C -0.622 2.384 -0.035
C 1.740 -1.084 0.163
C -3.155 0.527 -0.921
H -2.607 0.971 -2.936
H -2.710 -1.252 0.162
H 2.034 1.187 -0.819
H -5.291 1.172 -1.103
H 3.350 -3.321 -3.326
H 2.193 -6.689 -0.986
H -1.037 1.596 0.581
H 2.031 2.876 4.787
H -4.807 -0.201 -2.073
H 3.232 -5.834 -2.969
H 1.276 1.638 2.771
H -5.063 -0.408 -0.351
H -1.175 3.297 0.136
H -3.204 2.335 -1.997
H 1.084 -2.599 1.641
H 1.306 3.328 -0.381
H -2.753 -1.481 -1.634
H -1.347 -0.744 -0.829
H -3.049 1.006 0.038
H 1.440 -5.236 0.842
H 1.551 4.340 4.047
*
```

HOMO-LUMO gap   0.3081 Ha
SMILES   CC(C)CS(=O)(=O)C[C@H](NC(=O)c1cc2ccccc2s1)C(=O)NCC#N

Most favorable structure: arrangement Q. The second most favorable one is 31.9 kcal/mol above it.

Arrangement P

Computed, not measured: 2 unconnected molecules or ions with the total composition C3H9NO2, with the ωB97M-V functional and the def2-TZVPD basis.

Geometry as ORCA input:
```
! wB97M-V def2-TZVPD RIJCOSX def2/J DEFGRID3
* xyz -1 2
O 0.811 -1.167 -1.486
O 0.250 1.448 1.312
N -0.987 0.126 -0.819
C -0.975 -2.271 -0.413
C 1.163 2.508 1.624
C -0.284 -1.054 -0.995
H 1.081 3.268 0.850
H -0.518 0.721 -0.108
H -1.173 0.685 -1.637
H 2.165 2.084 1.520
H -0.983 -2.200 0.675
H -0.467 -3.153 -0.809
H -0.394 1.384 2.051
H 1.017 2.917 2.620
H -2.009 -2.376 -0.740
*
```

Expectation value of S²   0.750
HOMO-LUMO gap (alpha / beta)   0.1057 / 0.3639 Ha

Arrangement Q

Computed, not measured: a molecular structure, C3H9NO2, with the ωB97M-V functional and the def2-TZVPD basis.

Geometry as ORCA input:
```
! wB97M-V def2-TZVPD RIJCOSX def2/J DEFGRID3
* xyz -1 2
O -1.212 1.150 0.066
O -2.571 -1.328 -0.356
N 0.857 -0.725 1.046
C 2.402 0.281 -0.453
C 1.043 0.347 0.221
C 0.022 1.145 -0.293
H 2.554 1.095 -1.151
H 0.533 -1.776 0.337
H 3.162 0.548 0.341
H -0.067 -0.682 1.487
H -3.444 -0.968 -0.541
H 0.195 1.748 -1.203
H 0.104 -2.492 -0.035
H 2.500 -0.738 -0.823
H -2.086 -0.531 -0.048
*
```

Expectation value of S²   0.766
HOMO-LUMO gap (alpha / beta)   0.2358 / 0.2920 Ha

Most favorable structure: arrangement P. The second most favorable one is 3.8 kcal/mol above it.